[1]
Below is a structure of composition C2H2Br2Cl2 in a non-equilibrium geometry, with properties calculated with the ωB97M-V functional and the def2-TZVPD basis.

Orbital gap (alpha / beta)   7.77 / 8.17 eV
Charge   0
Spin multiplicity   1
Energy above the lowest of the compared OMol25 structures with the same formula, charge and spin   370.94 kJ/mol
Calculated total energy   -167232.3759 eV

Each line ends with the Löwdin charge.
Element x y z (Å)
C: -0.3326 -0.3599 1.5159  -1.143
C: 1.6321 0.0208 -0.4393  -1.163
Cl: 0.2754 0.8577 2.5046  0.555
Cl: 0.1415 -1.9089 1.8758  0.559
Br: 2.6154 1.3490 0.3580  0.649
Br: 2.3438 -1.7615 -0.3520  0.564
H: -0.5571 -0.2186 0.4790  -0.010
H: 0.8713 0.1229 -1.1916  -0.013



[2]
Below is a structure of composition C16H48HgO8S8, with properties calculated with the ωB97M-V functional and the def2-TZVPD basis.

Orbital gap   9.60 eV
Charge   +2
Spin multiplicity   1
Energy above the lowest of the compared OMol25 structures with the same formula, charge and spin   0.00 kJ/mol
Calculated total energy   -124589.0376 eV

Each line ends with the Löwdin charge.
Element x y z (Å)
Hg: -0.2280 -0.1773 0.1641  1.168
C: 4.1166 -0.7218 1.9122  -0.229
S: 2.5618 -1.1648 2.6910  0.851
O: 1.5003 -0.7881 1.7235  -0.605
C: 2.7447 -2.9404 2.6039  -0.232
H: 4.0044 0.2878 1.5224  0.026
H: 4.3846 -1.4382 1.1392  0.056
H: 4.8876 -0.7068 2.6855  0.068
H: 3.0509 -3.2626 1.6112  0.048
H: 1.7540 -3.3274 2.8479  0.060
H: 3.4441 -3.3107 3.3528  0.071
C: -0.4348 1.5787 -3.1578  -0.249
S: -0.9539 -0.1087 -3.3622  0.872
O: -1.2187 -0.7236 -2.0107  -0.608
C: -2.5319 0.2476 -4.1216  -0.225
H: -0.3418 2.0028 -4.1608  0.075
H: 0.5120 1.6459 -2.6303  0.034
H: -1.1987 2.1271 -2.6101  0.033
H: -2.4498 0.1375 -5.2025  0.066
H: -2.9342 1.2108 -3.8168  0.065
H: -3.2219 -0.5474 -3.8312  0.052
C: 1.5510 -4.7681 -0.7563  -0.240
S: 0.1619 -3.6930 -1.0764  0.865
O: 0.4699 -2.4382 -0.3348  -0.602
C: 0.4572 -3.4237 -2.8226  -0.227
H: 2.4886 -4.2158 -0.8111  0.062
H: 1.5495 -5.6405 -1.4067  0.066
H: 1.4073 -5.1140 0.2686  0.054
H: 0.5366 -4.4040 -3.2890  0.068
H: 1.3852 -2.8660 -2.9540  0.040
H: -0.3727 -2.8435 -3.2153  0.021
C: 4.0100 1.0779 -1.7269  -0.246
S: 3.0315 -0.4189 -1.8295  0.856
O: 1.6716 -0.0523 -1.3449  -0.617
C: 2.9870 -0.4318 -3.6172  -0.245
H: 5.0036 0.9022 -2.1450  0.073
H: 4.1964 1.3329 -0.6848  0.023
H: 3.4853 1.8868 -2.2306  0.064
H: 2.7367 0.5366 -4.0503  0.066
H: 2.3200 -1.2035 -3.9946  0.041
H: 4.0039 -0.6649 -3.9460  0.070
C: 1.9724 2.9994 2.7531  -0.218
S: 2.0695 2.6240 1.0039  0.833
O: 0.7778 1.9766 0.6722  -0.594
C: 2.0273 4.3064 0.4084  -0.235
H: 1.2689 3.7987 2.9763  0.067
H: 2.9677 3.2059 3.1463  0.068
H: 1.6138 2.0801 3.2197  0.040
H: 2.9550 4.7906 0.7143  0.070
H: 1.1719 4.8636 0.7913  0.052
H: 1.9857 4.2716 -0.6801  0.058
C: -1.7790 4.3195 0.1737  -0.236
S: -2.7136 2.8268 -0.1648  0.864
O: -1.7580 1.6984 -0.2896  -0.617
C: -3.4627 2.7111 1.4593  -0.238
H: -1.0701 4.1005 0.9709  0.043
H: -2.5122 5.0617 0.4919  0.069
H: -1.3120 4.6472 -0.7510  0.058
H: -3.7921 1.6878 1.6362  0.037
H: -4.3576 3.3342 1.4535  0.068
H: -2.7466 2.9755 2.2356  0.054
C: -3.4712 -2.9984 -1.3027  -0.247
S: -3.6108 -1.9979 0.1754  0.883
O: -2.2637 -1.4578 0.5298  -0.611
C: -4.5053 -0.6442 -0.5899  -0.237
H: -3.1805 -2.3838 -2.1553  0.035
H: -4.4519 -3.4249 -1.5095  0.068
H: -2.7127 -3.7502 -1.1014  0.029
H: -3.7425 -0.0050 -1.0409  0.034
H: -5.1057 -0.0558 0.1020  0.052
H: -5.1925 -1.0420 -1.3369  0.063
C: -0.3483 -0.4454 4.6564  -0.247
S: -1.4685 0.5502 3.6803  0.862
O: -1.0495 0.4130 2.2621  -0.621
C: -2.8993 -0.5100 3.8509  -0.234
H: -0.2694 -1.4319 4.2026  0.061
H: -0.6902 -0.4504 5.6901  0.072
H: 0.6253 0.0428 4.6108  0.030
H: -3.6131 -0.2743 3.0693  0.041
H: -3.3071 -0.4437 4.8605  0.069
H: -2.5774 -1.5489 3.7428  0.065



[3]
Below is a cluster of 4 separate species, C10H24FN4O3 in total in a non-equilibrium geometry, with properties calculated with the ωB97M-V functional and the def2-TZVPD basis.

Orbital gap   3.26 eV
Charge   -1
Spin multiplicity   1
Calculated total energy   -25576.1915 eV

Each line ends with the Löwdin charge.
Element x y z (Å)
C: -1.6184 -3.6360 0.0660  -0.294
N: -0.1713 -3.4067 -0.3397  -0.321
F: 0.3099 -4.6460 -0.5988  -0.310
H: -2.2880 -3.2311 -0.8080  0.032
H: -1.8013 -4.7869 0.1821  0.053
H: -1.7794 -3.0390 1.0704  0.041
C: 1.4289 0.2174 -0.3843  -0.314
O: 1.1655 1.4112 -0.3166  -0.029
N: 2.6623 -0.3447 -0.1325  -0.201
C: 2.8934 -1.7704 -0.2347  -0.077
C: 3.7628 0.5170 0.2464  -0.061
H: 0.6643 -0.5260 -0.6639  0.125
H: 3.2285 -2.1448 0.7369  0.084
H: 3.6688 -1.9500 -0.9850  0.078
H: 1.9815 -2.2977 -0.5275  0.040
H: 3.4966 1.0524 1.1624  0.092
H: 3.9346 1.2462 -0.5508  0.061
H: 4.6718 -0.0681 0.4126  0.084
C: 4.6238 5.0239 1.3290  -0.332
O: 4.5852 3.9866 1.9783  0.005
N: 4.1425 5.1829 0.0469  -0.209
C: 4.2260 6.4464 -0.6551  -0.075
C: 3.5334 4.0509 -0.6201  -0.046
H: 5.0660 5.9455 1.7418  0.123
H: 3.2151 6.7757 -0.9120  0.087
H: 4.8099 6.3050 -1.5693  0.085
H: 4.7061 7.2099 -0.0371  0.079
H: 2.6781 3.7082 -0.0305  0.093
H: 4.2648 3.2399 -0.6844  0.074
H: 3.2012 4.3277 -1.6247  0.093
C: -4.8642 -3.0634 -0.3298  -0.326
O: -4.4335 -2.4915 -1.3231  0.002
N: -6.1361 -2.9250 0.1839  -0.213
C: -6.5700 -3.6386 1.3666  -0.075
C: -7.0689 -2.0379 -0.4796  -0.063
H: -4.2375 -3.7607 0.2502  0.110
H: -7.4264 -4.2671 1.1060  0.081
H: -6.8657 -2.9123 2.1292  0.083
H: -5.7693 -4.2690 1.7627  0.086
H: -7.2086 -2.3750 -1.5108  0.088
H: -6.6508 -1.0271 -0.4928  0.090
H: -8.0315 -2.0316 0.0396  0.080



[4]
Below is a structure of composition C47H42N5O3S5Y, with properties calculated with the ωB97M-V functional and the def2-TZVPD basis.

Orbital gap   6.37 eV
Charge   0
Spin multiplicity   1
Calculated total energy   -118239.4658 eV

Each line ends with the Löwdin charge.
Element x y z (Å)
Y: 0.2691 1.1692 0.9918  1.010
S: 0.5973 2.3175 3.5076  0.563
C: 1.3306 3.8831 3.2652  -0.691
C: 2.1083 4.4391 4.2936  -0.123
C: 2.7147 5.6729 4.1611  -0.088
C: 2.5758 6.4152 2.9923  -0.101
C: 1.8106 5.8975 1.9650  -0.119
C: 1.1897 4.6571 2.1017  -0.540
S: 0.2455 4.0717 0.7240  0.931
C: -1.4584 4.4996 1.1837  -0.345
C: -2.4626 3.3857 1.3589  -0.313
C: -3.8144 3.7013 1.2408  -0.021
C: -4.7572 2.7842 1.6607  -0.042
C: -4.3243 1.6093 2.2543  -0.024
C: -2.9651 1.3528 2.3109  -0.345
C: -2.4429 0.1994 3.1205  -0.361
S: -1.3880 -0.9552 2.1836  0.886
C: -0.4113 -1.6218 3.5049  -0.547
C: -1.0420 -2.2917 4.5489  -0.108
C: -0.2978 -2.8123 5.5916  -0.097
C: 1.0871 -2.6681 5.5661  -0.090
C: 1.7122 -2.0331 4.5095  -0.121
C: 0.9820 -1.4991 3.4368  -0.712
S: 1.8305 -0.7693 2.0933  0.543
N: -2.0564 2.1878 1.7805  0.048
H: 2.2389 3.8614 5.1991  0.096
H: 3.3158 6.0575 4.9761  0.102
H: 3.0625 7.3751 2.8832  0.097
H: 1.6873 6.4465 1.0396  0.097
H: -1.8398 5.2315 0.4723  0.081
H: -1.3816 4.9950 2.1541  0.107
H: -4.1071 4.6669 0.8506  0.115
H: -5.8141 3.0008 1.5730  0.112
H: -5.0243 0.9008 2.6755  0.117
H: -3.2703 -0.3441 3.5734  0.083
H: -1.8166 0.6147 3.9136  0.079
H: -2.1199 -2.4073 4.5360  0.106
H: -0.7866 -3.3237 6.4103  0.098
H: 1.6859 -3.0608 6.3790  0.102
H: 2.7897 -1.9307 4.4923  0.101
N: -1.4701 1.9998 -3.3884  0.132
C: -0.3674 2.8248 -3.4484  -0.057
C: 0.1837 2.7863 -2.2101  -0.150
N: -0.5493 1.9529 -1.3924  0.049
C: -1.5347 1.4967 -2.1358  -0.268
C: -2.5471 0.5986 -1.6229  -0.277
N: -2.4372 0.0306 -0.4480  0.094
C: -3.5878 -0.6984 -0.2798  -0.163
C: -4.3959 -0.5585 -1.3641  -0.066
N: -3.7195 0.2761 -2.2233  0.119
H: -2.0580 1.7561 -4.1653  0.155
H: -0.0714 3.3275 -4.3510  0.122
H: 1.0573 3.2950 -1.8483  0.087
H: -3.7444 -1.3173 0.5861  0.095
H: -5.3479 -0.9899 -1.6149  0.116
H: -4.0519 0.5856 -3.1188  0.152
C: 1.6645 1.0827 -6.4287  -0.053
C: 2.0760 1.1850 -4.9834  -0.287
C: 2.9039 2.2093 -4.5425  -0.017
C: 3.2951 2.3159 -3.2117  -0.207
C: 4.1786 3.4582 -2.7847  -0.031
C: 2.8237 1.3742 -2.2903  -0.076
C: 1.9980 0.3302 -2.7134  -0.201
C: 1.4700 -0.7132 -1.7649  -0.042
C: 1.6421 0.2481 -4.0556  -0.022
C: 3.1517 1.5699 -0.8234  -0.573
O: 4.2985 1.7217 -0.4609  0.095
O: 2.1100 1.5868 -0.0408  -0.260
H: 2.1085 1.8808 -7.0233  0.073
H: 0.5788 1.1452 -6.5375  0.070
H: 1.9756 0.1297 -6.8602  0.081
H: 3.2618 2.9461 -5.2551  0.113
H: 4.3482 4.1417 -3.6168  0.074
H: 5.1351 3.0899 -2.4181  0.086
H: 3.7362 4.0211 -1.9585  0.087
H: 2.0581 -0.7981 -0.8538  0.053
H: 1.4586 -1.6889 -2.2540  0.072
H: 0.4333 -0.5015 -1.4766  0.049
H: 1.0123 -0.5760 -4.3813  0.123
O: -2.4005 -3.3813 -0.9934  -0.518
S: -0.9391 -3.3323 -0.7026  0.974
C: -0.1780 -4.4545 -1.8893  -0.361
C: -0.9986 -5.0899 -2.8033  -0.072
C: -0.4279 -5.9258 -3.7553  -0.077
C: 0.9463 -6.1094 -3.7886  -0.085
C: 1.7602 -5.4571 -2.8695  -0.074
C: 1.2001 -4.6219 -1.9168  -0.087
C: -0.6603 -4.3230 0.7630  -0.380
C: 0.5296 -4.1738 1.4585  -0.098
C: 0.7460 -4.9514 2.5876  -0.067
C: -0.2324 -5.8354 3.0192  -0.075
C: -1.4319 -5.9502 2.3264  -0.073
C: -1.6518 -5.1926 1.1860  -0.066
H: -2.0667 -4.9220 -2.7526  0.103
H: -1.0599 -6.4337 -4.4725  0.103
H: 1.3877 -6.7592 -4.5332  0.102
H: 2.8330 -5.5970 -2.8970  0.107
H: 1.8311 -4.1119 -1.1985  0.109
H: 1.2603 -3.4306 1.1558  0.077
H: 1.6648 -4.8382 3.1468  0.111
H: -0.0668 -6.4256 3.9114  0.105
H: -2.1972 -6.6312 2.6766  0.103
H: -2.5770 -5.2525 0.6265  0.109



[5]
Below is a cluster of 2 separate species, C7H15IN5 in total in a non-equilibrium geometry, with properties calculated with the ωB97M-V functional and the def2-TZVPD basis.

Orbital gap   6.28 eV
Charge   +1
Spin multiplicity   1
Energy above the lowest of the compared OMol25 structures with the same formula, charge and spin   40.77 kJ/mol
Calculated total energy   -23042.1889 eV

Each line ends with the Löwdin charge.
Element x y z (Å)
C: -0.6723 -0.0692 -0.7253  -0.234
C: 0.4930 1.0822 1.2529  -0.341
C: 0.0515 1.2142 -0.2703  0.026
C: -2.7548 -1.0657 -3.0689  -0.056
C: 1.8728 0.7682 4.0244  -0.066
C: -1.3584 -1.5143 -2.6209  -0.277
C: 2.4789 1.3973 2.6156  -0.211
N: -0.7371 -0.4704 -1.9542  0.105
N: 1.6073 1.5896 1.5036  0.095
N: -1.4183 -0.7467 0.2923  0.114
N: -0.3699 0.3581 2.0283  0.111
N: -1.2796 -0.6329 1.5665  0.196
I: 2.7398 -2.0505 -4.6020  0.404
H: 0.8639 1.5428 -0.8875  0.122
H: -0.8042 1.9262 -0.1215  0.143
H: -3.3641 -0.8721 -2.2521  0.043
H: -2.8117 -0.2667 -3.8545  0.105
H: -3.1611 -1.8846 -3.6918  0.092
H: 2.6283 0.6327 4.7600  0.051
H: 1.1496 1.5731 4.2947  0.065
H: 1.2094 -0.1622 3.8456  0.074
H: -0.6770 -1.6769 -3.4303  0.092
H: -1.4244 -2.4134 -1.9448  0.130
H: 3.3696 0.8517 2.3635  0.100
H: 2.7948 2.5172 2.8303  0.153
H: -1.9079 -1.5961 0.0123  0.174
H: -0.5540 0.6715 3.0107  0.176
H: 2.0358 -0.7031 -4.9767  -0.385



> Among the records above, which one has the lowest calculated total energy?

C2H2Br2Cl2



> Look up the charge of the second one.

+2



> Look up the charge of the third one.

-1